The following is a quantum chemistry calculation of an isolated molecule of C10H17N2P in a non-equilibrium geometry, from the OMol25 dataset.

Output
Highest occupied orbital energy (eV): -7.2
Structure (SMILES): CC1=C(C2=CCCCC2)N=[PH2]N1C
Energy (eV): -22911.260
Total charge: 0
Energy relative to the best compared isomer or geometry (same formula, charge and spin) (kcal per mole): 76.3
HOMO-LUMO gap (Eh): 0.2947

Geometry as XYZ:
```
30
C10H17N2P ωB97M-V/def2-TZVPD
C -1.5343 0.6535 -0.7819
C -0.8250 -0.3509 -0.3331
C 0.6654 -0.3476 -0.4554
C 1.5778 0.6333 -0.3855
C -3.0658 0.7185 -0.7748
C -1.3996 -1.4863 0.4763
C -3.6053 -0.1069 0.4045
C -2.9603 -1.4872 0.4204
C 1.2433 2.0585 -0.3096
C 3.9071 0.7901 0.5133
N 1.2792 -1.8799 -0.2599
N 2.8929 0.1464 -0.1039
P 2.7872 -1.5548 -0.0303
H -1.1468 1.2981 -1.5030
H -3.2373 1.8179 -0.5096
H -3.3721 0.5457 -1.7413
H -1.0386 -2.4096 0.0719
H -0.9914 -1.3735 1.4846
H -3.4022 0.4121 1.3052
H -4.6151 -0.1752 0.2572
H -3.1913 -2.0462 -0.5052
H -3.3033 -2.0295 1.2463
H 1.7993 2.6918 0.3533
H 0.1677 2.1297 -0.1666
H 1.2242 2.5317 -1.2591
H 4.8618 0.2988 0.2961
H 3.9724 0.7528 1.6052
H 4.0351 1.8065 0.1579
H 3.3471 -1.9306 1.3163
H 3.9277 -2.1071 -0.7893
```

The following is a quantum chemistry calculation of a cluster of 2 separate species, C10H17N2PS in total in a non-equilibrium geometry, from the OMol25 dataset.

Output
Highest occupied orbital energy (eV): -8.0
Structure (SMILES): CN(C)P(S)c1ccccc1.C=NC
Energy (eV): -33747.123
Total charge: 0
Energy relative to the best compared isomer or geometry (same formula, charge and spin) (kcal per mole): 10.0
HOMO-LUMO gap (Eh): 0.3224

Geometry as XYZ:
```
31
C10H17N2PS ωB97M-V/def2-TZVPD
C -0.7069 -3.9734 -2.3724
C -1.3462 -2.7819 -2.8859
C 0.2353 -4.0270 -1.4305
C -0.9832 -1.6107 -2.2302
C 0.6022 -2.8887 -0.7745
C -0.0291 -1.6559 -1.1529
C -0.9930 2.2028 -0.6421
C -1.7795 0.4274 0.8294
C 2.2612 1.5839 3.2913
C 1.0298 3.4890 2.6176
N -1.0447 0.7450 -0.3836
N 1.6085 2.4147 2.3051
P 0.5191 -0.0411 -0.2954
S 1.3704 0.6113 -2.0441
H -1.0534 -4.8202 -2.9434
H -1.8624 -2.9575 -3.7872
H 0.7215 -5.0340 -1.1414
H -1.2231 -0.6212 -2.5354
H 1.2302 -2.8465 -0.0067
H -1.9265 2.3447 -1.1958
H -1.0353 2.7987 0.2697
H -0.3272 2.5196 -1.4924
H -1.5875 0.9120 1.8223
H -2.8542 0.6409 0.5663
H -1.7546 -0.7635 0.8787
H 1.7460 0.6044 3.3885
H 3.2988 1.3949 3.0926
H 2.1764 1.8470 4.3624
H 0.6389 4.0376 1.7842
H 0.7509 4.0273 3.6658
H 2.3176 1.4204 -1.5599
```